Computed, not measured: a molecular structure, C27H21AsCrF5N4O3S in a non-equilibrium geometry, with ωB97M-V/def2-TZVPD.

The geometry in XYZ format:
```
63
Properties=species:S:1:pos:R:3:forces:R:3
Cr -0.26413 0.10853 -0.63245 0.8 0.3 0.3
O 0.07513 1.16120 2.71149 0.6 0.5 0.0
C 0.51361 1.44542 1.58277 -0.7 0.1 0.9
N -0.24983 1.73053 0.52629 0.7 0.1 -0.3
C -1.51570 2.25152 0.72053 -1.3 0.0 0.3
C -1.75884 3.44955 1.38344 0.1 -0.2 -0.3
C -3.05376 3.93137 1.45847 -0.1 0.0 0.1
C -4.11013 3.20530 0.92797 0.1 0.0 0.0
C -3.88921 1.99085 0.29778 0.1 -0.2 -0.2
C -2.58719 1.51631 0.17248 0.2 1.2 0.9
N -2.15317 0.35987 -0.44342 -0.5 -0.7 -0.6
C -2.92113 -0.72597 -0.62156 -0.3 0.3 0.4
O -4.05533 -0.93016 -0.19000 0.2 -0.1 -0.3
C -2.18486 -1.75236 -1.41354 0.0 -0.5 -0.3
C -2.83044 -2.88519 -1.88635 0.1 0.1 0.0
C -2.12343 -3.79979 -2.64872 0.3 0.4 0.1
C -0.78893 -3.52492 -2.91855 -0.2 0.0 0.0
C -0.22085 -2.37470 -2.40358 0.4 0.0 0.0
N -0.88570 -1.49554 -1.65048 -0.7 -1.4 -0.7
C 1.97426 1.52127 1.32337 0.8 0.0 0.2
C 2.88013 1.53574 2.38255 -0.2 -0.1 -0.1
C 4.21342 1.78356 2.10541 0.0 0.0 -0.2
C 4.59163 2.00845 0.78935 -0.1 -0.1 0.2
C 3.61955 1.91587 -0.19850 0.3 0.1 0.0
N 2.34574 1.68990 0.05737 -0.1 0.1 0.1
H -0.93185 4.00037 1.80888 0.1 0.0 0.0
H -3.24030 4.87660 1.94445 0.0 0.1 0.1
H -5.11526 3.58793 1.00672 -0.1 0.0 0.0
H -4.71038 1.41459 -0.09569 -0.1 0.0 0.0
H -3.87224 -3.01387 -1.64054 -0.1 0.0 0.0
H -2.58893 -4.69447 -3.02879 -0.1 -0.1 0.0
H -0.19260 -4.18490 -3.52816 0.1 0.0 0.0
H 0.81930 -2.15956 -2.60807 0.0 0.0 0.0
H 2.52586 1.38057 3.39109 0.0 0.0 0.0
H 4.94617 1.81068 2.89935 0.0 0.0 0.1
H 5.61365 2.24665 0.53716 0.1 0.0 -0.1
H 3.87169 2.04808 -1.24382 0.1 0.0 -0.1
F 5.22790 -0.96234 -4.33855 -0.3 0.1 0.1
C 4.06411 -0.42743 -3.94223 -0.2 0.1 0.1
C 3.53281 -0.73077 -2.69280 0.1 -0.1 0.0
F 4.17710 -1.56231 -1.86215 0.0 0.1 -0.2
C 2.32006 -0.18348 -2.31671 -0.2 0.5 -0.5
F 1.79969 -0.54288 -1.09310 0.1 -0.4 -0.3
C 1.57805 0.69278 -3.12302 0.8 -0.5 -0.2
S 0.06324 1.34037 -2.64752 -0.6 0.1 0.2
C 2.15852 0.99732 -4.37447 -0.1 -0.2 0.5
F 1.52810 1.83105 -5.20362 0.1 -0.1 0.0
C 3.35888 0.44232 -4.77938 0.2 -0.2 0.1
F 3.85443 0.72542 -5.98790 0.0 0.0 0.2
C -1.53728 -3.16705 2.46705 0.1 0.3 -0.1
As -0.85934 -1.32294 2.50091 -0.7 -1.0 1.7
C -2.49201 -0.35814 2.96848 0.4 0.0 0.0
C 0.56171 -1.44109 3.84511 -0.3 0.2 -0.2
O -0.17490 -1.16513 1.01119 0.6 0.7 -1.8
H -1.74308 -3.54825 3.46909 0.0 0.1 0.0
H -0.79650 -3.80599 1.98552 0.0 0.1 0.0
H -2.45730 -3.19101 1.88001 0.0 0.0 0.0
H -2.93989 -0.90014 3.80216 0.0 -0.1 0.0
H -3.16755 -0.40272 2.11064 0.1 -0.1 0.0
H -2.30184 0.67546 3.24812 0.1 -0.1 -0.1
H 0.26679 -2.11287 4.65172 -0.1 0.0 -0.1
H 0.80803 -0.45662 4.23352 -0.1 0.0 -0.1
H 1.42432 -1.85284 3.31324 -0.2 0.0 0.0
```
Forces are in eV/Å.

Summary:
**Relative energy (zero: lowest compared OMol25 entry of this formula, charge and spin)**: 16.5 kcal per mole
**Expectation value of S²**: 3.785
**LUMO (spin up / spin down)**: -0.266 / -0.471 eV
**Multiplicity**: 4
**Energy**: -5664.070435 Ha

***

Computed, not measured: a molecular structure, C27H21BrF4N2O4PSc in a non-equilibrium geometry, with ωB97M-V/def2-TZVPD.

The geometry in XYZ format:
```
61
Properties=species:S:1:pos:R:3:forces:R:3
Sc 0.38189 0.04657 -0.21951 1.4 -0.8 -0.6
F 0.69985 -7.25206 1.07500 0.0 0.2 -0.1
C 0.44065 -6.11325 0.47239 -0.2 0.4 -0.2
C -0.33896 -6.07835 -0.68670 0.1 0.3 0.1
F -0.81088 -7.18805 -1.21664 0.1 0.1 0.1
C -0.62071 -4.84897 -1.28694 0.2 0.2 0.3
F -1.38907 -4.82785 -2.37115 0.1 -0.4 0.0
C -0.14767 -3.63759 -0.77982 -0.1 0.3 0.1
P -0.58958 -2.04114 -1.60399 -0.1 -1.3 -0.6
C -2.35306 -2.23277 -1.98057 0.1 0.4 0.2
C -2.85045 -1.78043 -3.20023 0.2 -0.1 0.2
C -4.21047 -1.84544 -3.44345 -0.2 0.0 0.0
C -5.06662 -2.35128 -2.47738 0.1 0.0 0.0
C -4.56694 -2.80606 -1.26479 0.0 0.0 0.1
C -3.21231 -2.73113 -1.00025 0.2 0.1 -0.2
C 0.28704 -2.01138 -3.21237 -0.1 0.4 0.5
C 0.80956 -0.75618 -3.54276 -0.3 0.0 0.4
C 1.50391 -0.56213 -4.72209 0.1 0.1 0.0
C 1.66592 -1.62613 -5.60145 0.0 0.2 0.1
C 1.11595 -2.86163 -5.29937 0.0 -0.1 0.1
C 0.43391 -3.06700 -4.10876 0.0 0.1 0.0
C 0.59741 -3.69685 0.40198 -0.1 -0.2 -0.2
Br 1.16643 -2.10438 1.35407 -0.2 -0.4 -0.2
C 0.91596 -4.90907 1.00546 -0.1 0.4 -0.2
F 1.65727 -4.90812 2.09708 0.0 -0.2 0.2
H -2.17732 -1.39469 -3.95270 0.0 0.0 -0.1
H -4.60703 -1.50596 -4.38696 0.0 0.1 -0.1
H -6.12819 -2.39097 -2.66470 -0.1 0.0 -0.1
H -5.23566 -3.21823 -0.52554 -0.1 0.0 0.1
H -2.81462 -3.06935 -0.05153 -0.1 -0.1 0.1
H 0.61896 0.09403 -2.85616 0.2 -0.3 -0.6
H 1.90877 0.40853 -4.95826 0.0 0.1 -0.1
H 2.20284 -1.48248 -6.52627 0.0 0.0 -0.1
H 1.20242 -3.67906 -5.99792 0.1 -0.1 -0.1
H 0.00489 -4.03400 -3.91512 0.0 -0.1 0.1
O 3.57003 -5.02505 -2.31881 -0.2 -0.1 0.2
C 4.68246 -4.31576 -2.82909 0.3 0.0 -0.1
N 4.37436 -2.91474 -2.69134 -0.2 -0.4 -0.2
C 5.09604 -2.07853 -1.90879 -0.5 0.3 -0.2
O 6.14547 -2.34452 -1.38917 0.5 0.1 0.2
C 4.43996 -0.72963 -1.67353 -0.2 0.0 0.3
C 5.17900 0.45354 -1.66708 -0.4 -0.2 0.0
C 4.53695 1.62448 -1.29642 -0.2 0.0 0.0
C 3.19954 1.58662 -0.92633 0.0 0.2 0.1
N 2.47161 0.45260 -0.91412 0.5 0.0 -0.1
C 3.11061 -0.67904 -1.28955 0.0 -0.1 -0.1
H 3.78153 -5.96499 -2.33215 0.0 0.0 0.0
H 4.83204 -4.57252 -3.88833 0.1 0.1 0.2
H 5.59817 -4.50433 -2.25139 -0.2 0.0 -0.2
H 3.51839 -2.60459 -3.12544 0.1 0.1 0.0
H 6.22159 0.43625 -1.95102 0.1 0.0 0.1
H 5.06604 2.56588 -1.28668 0.0 0.0 0.0
H 2.69334 2.49540 -0.61457 0.0 -0.1 0.0
H 2.53488 -1.60621 -1.27305 0.1 0.2 0.0
C -2.00454 1.53752 2.37065 -0.1 0.0 0.0
C -1.06163 1.08259 1.32399 -0.8 0.2 0.4
O 0.20411 1.14904 1.42017 0.9 0.5 1.0
O -1.47031 0.54445 0.23775 -1.2 0.1 -0.4
H -1.98724 2.62761 2.44256 0.1 0.0 -0.1
H -1.70988 1.17041 3.35309 0.1 -0.1 -0.1
H -3.01104 1.21318 2.11531 0.1 0.0 0.0
```
Forces are in eV/Å.

Summary:
**Relative energy (zero: lowest compared OMol25 entry of this formula, charge and spin)**: 14.0 kcal per mole
**LUMO**: -7.060 eV
**Net charge**: +2
**Energy**: -5527.094865 Ha

***

Computed, not measured: a molecular structure, C27H21Cl2N4O6RhS3, with ωB97M-V/def2-TZVPD.

The geometry in XYZ format:
```
64
Properties=species:S:1:pos:R:3:forces:R:3
Rh 1.34489 0.80419 0.73894 -0.3 0.3 0.1
S 2.76653 -0.59457 4.64932 0.0 0.0 0.0
C 3.85054 -1.21536 3.48213 0.0 0.0 0.0
C 3.51963 -0.86526 2.20326 0.0 0.0 0.0
C 2.34600 -0.07056 2.16748 0.2 0.0 0.0
C 1.84538 0.17253 3.41955 -0.1 0.0 0.0
C 0.66095 0.99088 3.53205 0.0 0.0 0.0
C 0.01481 1.38205 4.69926 0.0 0.0 0.0
C -1.10315 2.18759 4.61092 0.0 0.0 0.0
C -1.56453 2.59394 3.36449 0.0 0.0 0.0
C -0.88846 2.16642 2.24091 0.0 0.0 0.0
N 0.19037 1.38656 2.32520 0.1 -0.4 -0.2
H 4.68265 -1.82339 3.80018 0.0 0.0 0.0
H 4.08417 -1.17270 1.33461 0.0 0.0 0.0
H 0.39406 1.05081 5.65598 0.0 0.0 0.0
H -1.61785 2.49768 5.51053 0.0 0.0 0.0
H -2.43498 3.22434 3.26043 0.0 0.0 0.0
H -1.19256 2.43636 1.23875 0.0 0.0 0.0
Cl 4.58985 2.77433 -2.31367 0.0 0.0 0.0
C 4.70152 2.34993 -0.59470 0.0 0.0 0.0
Cl 6.00253 1.20390 -0.28331 0.0 0.0 0.0
C 3.38733 1.75874 -0.13557 -0.1 0.0 0.1
O 2.74414 2.34070 0.78346 0.2 0.0 -0.1
O 2.92202 0.69936 -0.64220 0.1 0.0 -0.1
H 4.89786 3.25844 -0.03728 0.0 0.0 0.0
C 0.97381 1.68892 -3.21535 0.0 0.0 0.0
S 0.87984 2.80637 -1.81966 0.0 0.0 0.0
O 0.15114 2.01991 -0.73994 0.0 0.0 0.0
C -0.33442 3.94022 -2.45088 0.0 0.0 0.0
C -1.68023 3.73530 -2.19603 0.0 0.0 0.0
C -2.59996 4.63753 -2.71067 0.0 0.0 0.0
C -2.16928 5.71880 -3.46683 0.0 0.0 0.0
C -0.81550 5.91371 -3.70743 0.0 0.0 0.0
C 0.11432 5.02565 -3.18975 0.0 0.0 0.0
H -0.02254 1.31871 -3.45111 0.0 0.0 0.0
H 1.64729 0.88505 -2.92028 0.0 0.0 0.0
H 1.39497 2.23415 -4.05948 0.0 0.0 0.0
H -1.99362 2.88790 -1.60097 0.0 0.0 0.0
H -3.65524 4.49443 -2.52065 0.0 0.0 0.0
H -2.89221 6.41814 -3.86489 0.0 0.0 0.0
H -0.48304 6.76367 -4.28766 0.0 0.0 0.0
H 1.17444 5.18168 -3.35272 0.0 0.0 0.0
O -0.92753 -7.48210 1.83045 0.0 0.0 0.0
S -2.18656 -7.83563 1.20711 0.0 0.0 0.0
O -2.18057 -9.06689 0.45199 0.0 0.0 0.0
O -3.36299 -7.60355 2.02562 0.0 0.0 0.0
C -2.40696 -6.53930 -0.05956 0.0 0.0 0.0
N -3.22374 -6.76914 -1.09164 0.0 -0.1 0.0
C -3.39578 -5.78044 -1.94996 0.0 0.1 -0.1
C -2.77623 -4.54093 -1.81999 0.0 -0.1 0.1
C -1.95207 -4.40789 -0.71537 0.0 0.1 0.0
N -1.76787 -5.39410 0.14967 0.0 0.0 0.0
C -1.19807 -3.16584 -0.38739 0.0 -0.1 0.0
C -1.34947 -1.96457 -1.07153 0.0 0.0 0.0
C -0.62084 -0.86181 -0.68363 0.0 0.0 0.0
N 0.25362 -0.89157 0.33448 -0.1 0.1 0.1
C 0.39854 -2.04955 1.00224 0.0 0.0 0.0
C -0.29902 -3.18959 0.67493 0.0 0.0 0.0
H -4.05746 -5.97401 -2.78888 0.0 0.0 0.0
H -2.94120 -3.75808 -2.54583 0.0 0.0 0.0
H -2.03895 -1.86520 -1.89765 0.0 0.0 0.0
H -0.72741 0.08902 -1.18318 0.0 0.0 0.0
H 1.09395 -2.04977 1.82652 0.0 0.0 0.0
H -0.16686 -4.10611 1.23518 0.0 0.0 0.0
```
Forces are in eV/Å.

Summary:
**Relative energy (zero: lowest compared OMol25 entry of this formula, charge and spin)**: 0.0 kcal per mole
**LUMO**: -1.003 eV
**Energy**: -3937.448226 Ha

***

Computed, not measured: a single C27H21F2NO4 molecule in a non-equilibrium geometry, with ωB97M-V/def2-TZVPD.

The geometry in XYZ format:
```
55
Properties=species:S:1:pos:R:3:forces:R:3
C 0.61905 -2.73287 1.96138 -0.1 0.1 0.1
C 1.71804 -1.97662 1.25315 0.1 0.7 -0.3
C 3.08441 -2.43909 1.71893 -0.1 0.1 -0.3
O 1.59615 -2.18582 -0.17054 0.5 -0.4 0.0
C 0.96639 -1.34067 -0.99541 0.0 -0.5 -2.0
O 0.98439 -1.52727 -2.20169 0.0 -0.2 1.7
C 0.17239 -0.19291 -0.44071 -0.6 -0.8 0.8
C -1.35312 -0.48775 -0.65333 0.3 0.4 0.0
C -2.17577 -1.33488 0.25580 -1.4 -0.3 0.0
C -2.90032 -0.70244 1.29932 0.1 -0.4 -0.3
C -4.02034 -1.31582 1.84579 0.1 0.1 0.1
C -4.43145 -2.56933 1.37184 0.7 0.0 -0.2
C -5.63595 -3.15266 1.87746 -2.4 -1.0 1.0
N -6.64735 -3.58454 2.27982 2.2 0.9 -0.9
C -3.68384 -3.22973 0.38198 -0.1 -0.2 0.0
C -2.58525 -2.60351 -0.19814 0.2 0.5 0.4
C 0.38904 1.04650 -1.30966 0.3 1.4 -1.8
C -0.08866 2.30316 -0.55046 -0.6 0.3 -0.6
C -1.48069 2.57697 -0.44735 0.1 -0.4 0.4
C -1.98528 3.30225 0.63347 0.3 0.4 -0.3
C -1.06548 3.98834 1.42127 -0.1 0.0 0.5
F -1.52981 4.71335 2.49106 0.4 -0.5 -0.8
C 0.29746 3.96915 1.15352 -0.2 0.0 -0.3
C 0.78221 3.13977 0.13990 -0.5 -0.3 0.3
C 1.75869 1.16202 -2.00222 -0.5 0.0 0.3
C 1.86818 1.25172 -3.40634 0.0 0.2 0.4
C 3.08344 1.63803 -3.97657 -0.2 -0.2 0.4
C 4.16456 1.85310 -3.12147 0.3 0.5 -0.3
F 5.29304 2.43478 -3.64624 -0.6 -0.7 0.3
C 4.12314 1.58313 -1.76262 -0.4 0.0 -0.2
C 2.89313 1.22901 -1.20514 0.1 0.3 -0.5
C 0.46619 -0.00685 1.03890 -0.9 0.5 1.3
O -0.28795 0.53507 1.81489 1.2 -0.4 -1.0
O 1.65980 -0.54556 1.48341 -0.7 -0.5 -0.1
H -0.37727 -2.44934 1.59931 0.2 -0.1 0.2
H 0.77825 -3.80276 1.78609 -0.1 0.2 0.0
H 0.71734 -2.53177 3.03319 -0.2 -0.1 -0.2
H 3.85412 -1.98235 1.09755 0.0 -0.1 0.1
H 3.22453 -2.14494 2.76076 0.0 0.0 -0.1
H 3.14599 -3.52722 1.65670 0.0 0.1 -0.1
H -1.81704 0.49313 -0.53541 0.2 -0.4 -0.3
H -1.48025 -0.81245 -1.70581 0.2 0.1 0.6
H -2.63071 0.31081 1.62033 0.0 -0.5 -0.2
H -4.59851 -0.80965 2.62831 0.2 -0.3 -0.4
H -3.98464 -4.22445 0.04499 0.0 0.4 0.1
H -2.06273 -3.03853 -1.05981 -0.3 0.0 0.4
H -0.29838 0.92148 -2.15958 0.0 -0.1 0.3
H -2.20710 2.17924 -1.17201 0.5 0.0 0.4
H -3.05790 3.34438 0.85462 0.5 0.2 -0.2
H 0.98934 4.56814 1.72267 -0.1 0.2 0.2
H 1.83123 3.11529 -0.13062 0.0 0.0 0.4
H 0.99719 1.04375 -4.05328 0.5 0.3 0.5
H 3.16802 1.77736 -5.05239 0.1 0.0 0.3
H 4.98844 1.69451 -1.13384 0.3 0.1 -0.1
H 2.77162 1.07738 -0.13571 0.3 0.0 -0.1
```
Forces are in eV/Å.

Summary:
**Relative energy (zero: lowest compared OMol25 entry of this formula, charge and spin)**: 0.0 kcal per mole
**LUMO**: -0.081 eV
**Energy**: -1596.917126 Ha
**Structure (SMILES)**: CC1(C)OC(=O)C(Cc2ccc(C#N)cc2)(C(c2ccc(F)cc2)c2ccc(F)cc2)C(=O)O1